[1]
The following is a quantum chemistry calculation of a cluster of 13 separate species, C6H41N2O12 in total at a distorted geometry, from the OMol25 dataset.

```
61
C6H41N2O12, DFT the ωB97M-V functional and the def2-TZVPD basis
N -0.61664 -1.13509 0.48403
C -1.95936 -0.42369 0.05579
C -2.14901 -0.17645 -1.46641
N -0.88913 0.25510 -1.99699
C 1.73626 -1.11946 -2.26489
C 0.95349 -0.61384 -3.41269
C -0.57033 -0.43658 -3.27879
C -0.86063 0.38174 -4.46627
H 0.06258 -0.54025 -0.00464
H -0.34813 -1.04370 1.50213
H -0.48604 -2.10709 0.09545
H -2.77382 -1.03488 0.57904
H -1.96641 0.53322 0.62376
H -2.53867 -1.08589 -1.96804
H -2.92286 0.57456 -1.62793
H -0.73511 1.20111 -2.09903
H 1.64445 -2.20804 -2.31008
H 1.22180 -0.61409 -1.33173
H 2.69233 -0.75545 -2.03271
H 1.47577 0.38005 -3.56976
H 1.18565 -1.21341 -4.42498
H -1.16237 -1.34863 -3.29724
H -0.28342 1.23017 -4.55608
H -1.97235 0.61524 -4.37094
H -0.97402 -0.10943 -5.48830
H 0.62455 2.35911 4.73660
H 1.92634 1.68447 4.53985
O 1.53452 2.57845 4.67294
H -0.83970 -4.58578 -0.12111
H -1.32681 -3.86449 1.30913
O -0.74902 -3.86025 0.52462
H -0.55047 4.15946 1.28132
H -1.42669 3.96982 2.46320
O -1.43299 3.89221 1.53387
H -1.83506 -3.00171 3.43426
H -3.04317 -3.77316 2.99977
O -2.33349 -3.33655 2.63838
H 3.71599 -0.03780 2.56506
H 2.84248 -1.31946 2.38278
O 2.78630 -0.25309 2.47372
H 2.62237 -3.35691 3.37452
H 2.00667 -3.40572 1.92008
O 2.09857 -2.84979 2.73708
H -1.95451 4.07427 -0.20547
H -3.26299 4.48544 -1.03437
O -2.35902 4.14969 -1.07783
H 0.26190 2.11426 1.00452
H 1.00926 0.91507 1.65188
O 0.16530 1.22651 1.46576
H 0.94223 -1.65537 3.30819
H 0.16190 -0.26283 3.23884
O 0.09834 -1.23345 3.26492
H 2.33807 -3.98893 -0.51848
H 0.97450 -3.92202 0.21631
O 1.89952 -4.06648 0.34412
H 1.15349 3.85943 -0.58660
H 2.33797 3.54251 0.22661
O 1.45043 3.84812 0.25665
H -0.62476 4.16078 -2.06365
H 0.73017 4.73307 -2.30421
O 0.29377 3.81588 -2.02594
```

Summary:
* E: -1265.33185 Ha
* E_LUMO: -2.31 eV
* highest occupied orbital energy: -11.85 eV
* orbital gap: 9.5 eV
* total charge: +1
* energy above the lowest of the compared OMol25 structures with the same formula, charge and spin: 69.2 kcal/mol


[2]
The following is a quantum chemistry calculation of a cluster of 2 separate species, C4H5NO3 in total at a distorted geometry, from the OMol25 dataset.

```
13
C4H5NO3, DFT the ωB97M-V functional and the def2-TZVPD basis
C -2.28507 -0.04508 -0.86367
C -1.02465 -0.07068 -0.15354
C 0.87527 -1.90922 -0.92426
C 0.08167 0.41212 -0.78388
N 1.30507 0.67214 -0.23375
O -1.01231 -0.52925 1.16671
O 0.83807 -2.41305 0.09624
O -3.30886 -0.46056 -0.18611
H -0.05683 0.73497 -1.80518
H -0.12173 -0.77826 1.43042
H 1.52903 0.32815 0.68755
H 2.08381 0.79585 -0.85799
H -3.11133 -0.77936 0.72289
```

Summary:
* E: -435.77897 Ha
* E_LUMO: 0.33 eV
* highest occupied orbital energy: -8.10 eV
* orbital gap: 8.4 eV
* energy above the lowest of the compared OMol25 structures with the same formula, charge and spin: 88.8 kcal/mol


[3]
The following is a quantum chemistry calculation of a structure of composition C5H11BrN4Si2 at a distorted geometry, from the OMol25 dataset.

```
23
C5H11BrN4Si2, DFT the ωB97M-V functional and the def2-TZVPD basis
C -0.96522 -1.78223 2.84443
C -0.28037 2.05881 -2.33130
C -1.94067 -0.72456 2.44219
C 1.10926 1.16200 -2.57478
C 1.71828 0.38402 1.21541
N 0.10089 -1.93545 2.17200
N -1.32417 1.55695 -1.97269
N -1.42850 -0.15022 1.23172
N 1.05440 -0.20399 -2.43404
Si 0.15112 -0.73931 0.87014
Si 0.02773 -1.01071 -1.38041
Br -0.37212 -2.86402 -2.55413
H -1.25972 -2.56871 3.47647
H -0.00343 3.04200 -2.30249
H -2.84718 -1.10881 2.10910
H -2.09672 -0.09581 3.30151
H 1.42444 1.51594 -3.61337
H 1.78780 1.70867 -1.95678
H 1.56512 1.31093 0.78214
H 1.81009 0.36283 2.25952
H 2.61480 0.00086 0.77248
H -1.77823 0.73898 0.90663
H 0.93239 -0.65819 -3.26376
```

Summary:
* E: -3569.10918 Ha
* E_LUMO (alpha / beta): -0.54 / -0.45 eV
* highest occupied orbital energy (alpha / beta): -6.93 / -7.86 eV
* orbital gap (alpha / beta): 6.4 / 7.4 eV
* energy above the lowest of the compared OMol25 structures with the same formula, charge and spin: 86.7 kcal/mol


[4]
The following is a quantum chemistry calculation of a cluster of 9 separate species, C25H54Br6N6O5 in total at a distorted geometry, from the OMol25 dataset.

```
96
C25H54Br6N6O5, DFT the ωB97M-V functional and the def2-TZVPD basis
C 4.73329 -0.52778 1.19880
O 4.62090 -0.87961 2.35542
N 5.74617 -0.83683 0.35794
C 5.82853 -0.34054 -1.00887
C 6.86780 -1.58903 0.84578
H 3.97136 0.10055 0.70800
H 4.93836 0.23045 -1.26139
H 5.78721 -1.23781 -1.62914
H 6.71404 0.26883 -1.17654
H 6.99037 -2.52669 0.29333
H 7.81053 -1.03555 0.86565
H 6.71698 -1.90109 1.87954
C -0.68995 3.52001 -4.34333
O -0.58306 3.03546 -3.22404
N -1.69635 3.21495 -5.18062
C -1.85528 3.79393 -6.51059
C -2.74788 2.28603 -4.80028
H 0.02462 4.22698 -4.78840
H -2.69106 4.49407 -6.53186
H -2.06754 2.95681 -7.17762
H -0.94492 4.30114 -6.82070
H -2.64783 1.48441 -5.54198
H -2.55412 1.75611 -3.86937
H -3.76234 2.67267 -4.75045
C -2.53434 -1.52690 5.86244
O -1.33911 -1.41666 6.04711
N -3.26979 -1.22541 4.77604
C -2.66335 -0.84965 3.51739
C -4.72644 -1.31160 4.79136
H -3.21887 -1.91383 6.64597
H -1.59335 -1.07580 3.57711
H -2.75708 0.21431 3.31830
H -2.89668 -1.52100 2.68680
H -5.19248 -0.35694 4.56279
H -5.03562 -2.01314 4.01716
H -5.02606 -1.69594 5.76317
C -6.80573 -0.38997 0.99268
O -7.42132 -0.10940 1.99825
N -5.76361 0.29332 0.47299
C -5.10512 -0.09674 -0.75545
C -5.23045 1.48364 1.11808
H -7.01136 -1.26484 0.34766
H -5.61436 -0.90900 -1.26449
H -4.08029 -0.40335 -0.50859
H -4.96989 0.78581 -1.38564
H -4.16460 1.30283 1.29799
H -5.32693 2.37724 0.50235
H -5.72885 1.63409 2.07131
C 2.57852 -2.59306 -1.85345
O 2.90115 -1.50913 -1.38520
N 1.59411 -3.36124 -1.35801
C 1.48354 -4.71933 -1.84609
C 0.77743 -2.97642 -0.22996
H 3.06342 -3.05740 -2.72355
H 2.04749 -5.47667 -1.30012
H 1.78255 -4.83487 -2.89157
H 0.43072 -5.00485 -1.91670
H 0.60077 -3.84513 0.40902
H 1.24452 -2.20563 0.37369
H -0.21194 -2.69524 -0.60683
C 1.27383 -1.29340 3.38437
C 1.51459 -2.01737 4.71417
C 1.22774 -3.51956 4.53549
C -0.09473 -3.82835 3.99952
N -1.13160 -4.07919 3.57764
H 1.23913 -0.20765 3.49200
H 0.27237 -1.53160 3.01548
H 2.01180 -1.57627 2.63369
H 0.81094 -1.61479 5.44306
H 2.54209 -1.86142 5.03315
H 1.28428 -4.05941 5.48742
H 1.99031 -4.01448 3.92849
Br 2.78576 2.12854 -0.61474
C 0.83240 2.35401 -0.42372
C 0.38319 1.03309 0.17796
Br -1.51384 1.12243 0.70919
H 0.41747 2.58908 -1.40002
H 0.62211 3.16629 0.26236
H 0.99894 0.74050 1.02336
H 0.43321 0.21864 -0.54099
Br -0.22187 -2.90136 -4.86588
C -0.28752 -0.92949 -4.63148
C -0.26356 -0.54939 -3.17588
Br -1.97502 -1.17398 -2.37173
H -1.20497 -0.58538 -5.10022
H 0.53606 -0.47347 -5.17974
H -0.22175 0.52794 -3.00615
H 0.57820 -0.95914 -2.61895
Br 3.82179 7.76256 0.97928
C 3.75157 5.94238 0.23037
C 2.86714 5.85736 -1.00247
Br 0.96773 5.98653 -0.52618
H 3.42915 5.24613 1.00163
H 4.77857 5.66577 0.00020
H 3.07723 4.93980 -1.54305
H 3.14087 6.69508 -1.64091
```

Summary:
* E: -17133.79352 Ha
* E_LUMO: 0.11 eV
* highest occupied orbital energy: -9.06 eV
* orbital gap: 9.2 eV
* structure (SMILES): CN(C)C=O.CN(C)C=O.CN(C)C=O.CN(C)C=O.CN(C)C=O.BrCCBr.BrCCBr.BrCCBr.CCCC#N


- What is the E in the fourth record?
  -17133.79352 Ha


- E of number 1 (C6H41N2O12)?
  -1265.33185 Ha


- Among the records above, which one has the lowest E?
  C25H54Br6N6O5


- Which formula does entry 1 have?
  C6H41N2O12